C6H12O | wB97M-V/def2-TZVPD

Cartesian coordinates (Å):
C 2.10834 0.21714 -0.36913
C 0.97751 -0.06103 0.62315
C -0.45999 -0.28740 0.09848
C -0.51492 -1.16432 -1.12777
C -1.40938 -0.25253 1.26797
C -1.46058 0.85226 0.25012
O -0.86182 2.12152 0.27266
H 1.95639 1.14947 -0.92312
H 2.23925 -0.59774 -1.09059
H 3.05824 0.31267 0.17345
H 0.97649 0.72276 1.38769
H 1.23353 -0.99137 1.15378
H -0.11148 -0.57655 -1.96686
H 0.10615 -2.06612 -1.03996
H -1.54257 -1.44102 -1.37953
H -0.99932 -0.10385 2.26153
H -2.26968 -0.92020 1.21755
H -2.47340 0.92779 -0.16166
H -0.55274 2.15853 -0.64777

## Properties
electronic energy: -8462.5398 eV
orbital gap: 10.19 eV
ΔE to the lowest compared entry with this formula, charge and spin: 41.8 kcal/mol
SMILES: CC[C@@]1(C)C[C@H]1O
HOMO: -9.28 eV
max |F|: 1.1 eV/A

C2H14NO3 | wB97M-V/def2-TZVPD

Cartesian coordinates (Å):
C 0.42971 0.48430 2.89882
C 0.00553 0.85692 1.51926
N 0.78222 2.05460 0.98448
H 0.05237 -0.49575 3.17600
H 1.51381 0.53290 3.07873
H 0.09209 1.22427 3.63026
H 0.03551 0.10898 0.72916
H -1.05216 1.12724 1.56480
H 1.67891 1.65761 0.70951
H 1.01784 2.67535 1.75620
H 0.33812 2.46903 0.17987
H -0.90628 -1.36728 -3.38154
H 0.65102 -1.64651 -3.58313
O -0.02134 -1.01308 -3.27191
H 1.49674 1.53384 -2.52024
H 0.60798 0.47548 -2.05439
O 1.03845 1.27262 -1.73854
H -2.99099 -3.64353 0.44805
H -1.55967 -3.48103 -0.23703
O -2.16655 -3.18195 0.44027

## Properties
total charge: +1
electronic energy: -9927.5981 eV
orbital gap: 11.11 eV
ΔE to the lowest compared entry with this formula, charge and spin: 19.5 kcal/mol
HOMO: -14.15 eV
max |F|: 2.1 eV/A

C4H8O3 | wB97M-V/def2-TZVPD

Cartesian coordinates (Å):
C -2.50118 -0.11082 0.06203
O -1.34968 0.66672 0.23297
C -0.48191 0.72143 -0.83695
O -0.88950 0.82385 -1.97284
C 0.53294 -0.12619 0.39139
C 1.91185 0.05917 -0.08058
O 2.76467 -0.64325 0.78643
H -2.32395 -0.96727 -0.60605
H -2.78179 -0.46784 1.05711
H -3.25288 0.54086 -0.35484
H 0.41933 0.19629 1.45736
H 0.16942 -1.17437 0.37576
H 1.94056 -0.29955 -1.11660
H 2.09531 1.14381 -0.07732
H 3.66220 -0.35462 0.60242

## Properties
electronic energy: -10416.9189 eV
orbital gap: 10.21 eV
ΔE to the lowest compared entry with this formula, charge and spin: 94.2 kcal/mol
SMILES: COC(=O)CCO
HOMO: -9.56 eV
max |F|: 3.4 eV/A

C11H30ClI2N2P2STl | wB97M-V/def2-TZVPD

Cartesian coordinates (Å):
I 0.01898 2.72286 -1.66999
I -0.04406 -2.55995 -1.20112
Tl -0.00321 0.28687 -3.68147
P -2.44362 -0.00556 -2.31749
C -3.28333 0.05933 -0.67969
C -3.24612 1.37866 -3.21371
H -4.31234 1.15722 -3.36078
H -4.28617 -1.27334 -3.27020
H -2.74513 1.50153 -4.18627
H -2.70380 -1.65258 -4.06323
H -2.95335 0.96375 -0.14727
H -3.09153 2.30011 -2.63507
C -3.21550 -1.46651 -3.10612
H -4.38336 0.06728 -0.80175
H -3.04969 -2.33491 -2.45268
H -2.97373 -0.80701 -0.07725
P 2.44399 0.01157 -2.31831
C 3.28424 0.08012 -0.68032
C 3.21838 -1.44945 -3.10174
H 2.73444 1.51913 -4.18935
H 4.30621 1.17397 -3.37310
H 3.08949 2.31751 -2.64020
C 3.24115 1.39627 -3.21979
H 2.71111 -1.63542 -4.06130
H 4.29018 -1.25715 -3.25970
H 4.38414 0.06548 -0.80108
H 2.95520 -0.77370 -0.06901
H 3.04914 -2.31723 -2.44813
H 2.97328 0.99593 -0.15663
Cl -0.00119 -0.19841 -6.14807
C 1.02325 2.12438 4.67407
C -0.11803 1.55685 3.84769
N 0.33826 1.11636 2.50244
C -0.00051 -0.03047 1.88028
S 0.02913 -0.06012 0.18039
N -0.36223 -1.15521 2.52403
C 0.12091 -1.57735 3.86063
C -1.02171 -2.13574 4.68934
H 1.82505 1.39388 4.80118
H 0.62403 2.40661 5.65416
H 1.45100 3.01855 4.19872
H -0.62707 0.71984 4.34103
H -0.87201 2.34065 3.73063
H 0.58896 1.85277 1.83059
H -0.57534 -1.90790 1.84850
H 0.87625 -2.36185 3.74060
H 0.63168 -0.73368 4.34122
H -1.45448 -3.02429 4.21107
H -0.62364 -2.41438 5.66867
H -1.81725 -1.39530 4.80560

## Properties
total charge: +2
electronic energy: -77689.4664 eV
orbital gap: 4.92 eV
ΔE to the lowest compared entry with this formula, charge and spin: 0.0 kcal/mol
HOMO: -14.34 eV
max |F|: 2.6 eV/A

HIN4 | wB97M-V/def2-TZVPD

Cartesian coordinates (Å):
N 0.37862 -0.14260 0.38007
N 1.01916 -1.05760 0.73378
N 1.48631 -2.01762 1.08035
N 0.18344 0.46444 2.90008
I 0.36454 1.67651 4.28705
H -0.21862 0.44533 0.92114

## Properties
electronic energy: -14070.8356 eV
orbital gap (alpha / beta): 7.64 / 7.67 eV
ΔE to the lowest compared entry with this formula, charge and spin: 116.2 kcal/mol
HOMO (alpha / beta): -9.45 / -9.52 eV
max |F|: 4.6 eV/A

C12H11N5 | wB97M-V/def2-TZVPD

Cartesian coordinates (Å):
C 0.72485 -0.40157 2.49409
C 0.77893 -1.64212 1.82583
C 1.30586 -1.94267 0.57392
C 2.12031 -1.06907 -0.17227
C 2.39324 0.28777 -0.00701
C 1.93207 1.20649 0.95570
C 1.26606 0.84629 2.12326
H -0.20456 -0.28837 3.12018
H 0.26702 -2.44797 2.35917
H 1.19403 -2.98163 0.20935
H 2.52206 -1.51086 -1.08852
H 2.97903 0.74486 -0.80957
H 2.24113 2.26414 0.85032
H 1.06095 1.63924 2.84780
N 2.63180 -1.50954 8.61139
C 2.85730 -1.41499 7.31153
N 4.11324 -1.54369 6.80225
C 4.18158 -1.46112 5.43670
N 3.18119 -1.19252 4.52779
C 1.97965 -1.02364 5.03898
C 1.72379 -1.14014 6.46664
N 0.39552 -0.87016 6.72674
C -0.11725 -0.61593 5.47724
N 0.80024 -0.69916 4.46207
H 1.66135 -1.43668 8.93024
H 3.38012 -1.85778 9.21357
H 5.17450 -1.62638 5.00852
H -1.14228 -0.37047 5.27208

## Properties
electronic energy: -20069.4222 eV
orbital gap: 6.22 eV
ΔE to the lowest compared entry with this formula, charge and spin: 100.6 kcal/mol
HOMO: -7.28 eV
max |F|: 4.4 eV/A